Entry 1:
C43H38N4O2P2Ru | ωB97M-V/def2-TZVPD

Its charge is +1. As for the LUMO energy (spin up / spin down): -4.090 / -4.609 eV. The calculation puts the HOMO energy (spin up / spin down) at -0.371 / -0.371 hartree. As for the spin multiplicity: 2. The electronic energy comes out at -76416.266 eV.

Last column: Löwdin charge in e.
Atoms and positions in Å:
H  3.537  0.159  -4.497  0.10
H  0.880  -4.330  -2.485  0.11
C  1.106  4.578  -0.398  -0.06
H  -5.423  5.633  -0.939  0.11
C  -1.197  1.277  -0.362  -0.44
H  -1.160  -1.458  -4.902  0.11
C  -3.581  2.450  0.218  -0.39
H  2.758  0.926  4.895  0.11
H  -1.626  -3.964  2.302  0.11
C  2.738  -0.289  -3.906  0.01
C  -0.945  -2.370  3.556  -0.05
O  3.036  -0.841  1.367  -0.10
H  -0.234  -0.609  4.545  0.11
H  2.569  -2.780  7.027  0.11
C  2.655  -0.852  6.096  -0.07
C  4.134  -3.289  -2.400  -0.07
H  -0.710  2.203  -0.032  0.03
C  -3.474  -0.780  -1.219  -0.11
C  -3.772  4.850  0.176  -0.08
Ru  2.442  0.326  -0.497  1.14
C  -0.435  -1.082  3.595  -0.06
H  1.445  3.272  1.861  0.14
C  -1.215  -2.965  2.335  -0.06
C  2.961  -2.928  4.925  -0.07
P  0.076  -0.057  -0.293  0.99
C  3.953  -2.476  -1.321  -0.12
C  -0.662  -0.822  -2.927  -0.11
H  -1.039  0.179  -3.085  0.10
H  -1.542  1.449  -1.384  0.05
H  3.279  -2.758  2.810  0.11
H  2.305  0.483  -3.258  0.06
H  4.518  -4.286  -2.479  0.12
C  -5.388  3.493  -0.965  -0.07
C  -4.153  -1.910  -1.639  -0.07
H  2.491  -0.318  7.020  0.11
H  -5.539  -2.843  1.296  0.11
O  3.571  2.043  -1.263  -0.12
C  -0.407  -1.017  1.183  -0.39
N  2.775  1.155  2.424  0.07
C  2.992  -0.161  2.428  -0.45
C  -3.117  3.709  0.594  -0.12
H  3.706  -2.899  -4.443  0.17
C  -4.252  -1.158  1.019  -0.11
C  2.035  2.844  1.049  -0.07
C  0.431  -3.356  -2.604  -0.07
C  1.010  5.234  -1.599  -0.08
H  -5.118  1.374  -0.823  0.10
C  3.009  -0.844  3.725  -0.17
C  3.275  -1.374  -3.051  -0.38
H  -3.405  5.823  0.465  0.11
H  -2.244  3.784  1.229  0.09
C  2.641  3.756  -2.569  -0.02
H  0.337  6.070  -1.710  0.10
C  -4.951  -2.272  0.593  -0.07
H  -4.281  -0.854  2.057  0.10
H  -4.110  -2.206  -2.678  0.11
C  -0.119  -1.189  -1.699  -0.37
C  -0.171  -0.407  2.418  -0.14
C  0.488  -2.443  -1.569  -0.13
H  1.010  -2.688  -0.650  0.11
H  0.226  0.600  2.455  0.10
C  1.973  3.485  -0.216  -0.17
C  -4.909  4.743  -0.610  -0.08
H  1.973  -0.660  -4.586  0.08
C  2.808  -0.150  4.916  -0.03
C  3.109  -2.235  3.740  -0.02
H  0.504  4.897  0.441  0.11
N  3.704  -2.576  -3.488  0.13
P  -2.620  1.022  0.846  1.07
C  -0.716  -1.742  -3.960  -0.08
H  -1.139  -2.912  4.469  0.11
H  3.263  3.438  -3.391  0.11
H  -0.260  -3.735  -4.597  0.11
H  -6.279  3.410  -1.569  0.11
C  -4.732  2.346  -0.552  -0.08
N  3.414  -1.296  -1.743  -0.01
H  -2.938  -0.191  -1.945  0.08
C  2.715  -2.239  6.103  -0.07
H  1.722  5.350  -3.626  0.11
C  -4.890  -2.658  -0.736  -0.07
C  -3.505  -0.402  0.118  -0.41
C  -0.955  -2.296  1.151  -0.09
N  2.692  1.730  1.261  -0.08
H  4.172  -2.643  -0.284  0.10
H  -1.193  -2.768  0.209  0.10
H  -5.423  -3.536  -1.070  0.11
C  -0.196  -3.015  -3.795  -0.06
H  3.031  -4.006  4.935  0.11
C  2.764  3.024  -1.351  -0.40
C  1.793  4.820  -2.689  -0.07

Entry 2:
C43H38N4OP2Pt | ωB97M-V/def2-TZVPD

Its charge is +2. As for the LUMO energy: -6.565 eV. The calculation puts the HOMO energy at -0.503 hartree. The electronic energy comes out at -75027.550 eV.

Last column: Löwdin charge in e.
Atoms and positions in Å:
C  -3.688  2.437  -4.429  -0.04
H  -0.270  4.002  4.267  0.12
H  -3.397  -1.264  -0.928  0.05
H  1.669  -1.831  -6.438  0.12
H  -3.275  -1.523  3.559  0.13
C  2.668  2.581  -0.109  -0.19
C  0.010  -2.345  -5.184  -0.05
C  4.846  2.722  1.627  -0.02
C  3.618  -1.263  0.978  -0.07
C  0.916  1.079  3.021  -0.35
H  -2.272  -2.487  -1.555  0.04
C  -0.339  -2.654  0.154  -0.31
C  4.799  3.551  0.516  -0.03
C  0.027  2.962  4.241  -0.06
H  0.650  1.038  -3.442  0.09
H  1.208  -0.711  4.190  0.09
H  -2.570  2.876  1.541  0.12
N  -1.707  -1.486  1.548  0.13
H  -1.332  2.520  -1.730  0.06
H  1.581  3.603  -1.668  0.15
C  0.845  0.306  4.174  -0.07
C  4.250  -2.494  1.058  -0.05
Pt  -0.241  0.368  -0.195  0.87
C  -3.799  0.576  3.697  -0.02
H  -3.509  1.407  -0.714  0.08
C  -0.833  -3.856  0.652  -0.02
H  1.915  -4.197  2.815  0.12
H  -2.138  0.996  -4.765  0.11
H  -1.603  -2.606  -3.816  0.10
C  0.665  -2.623  -0.806  -0.06
C  1.043  -1.525  -5.611  -0.05
H  -0.671  -5.980  0.555  0.12
C  -0.296  -5.038  0.179  -0.04
H  2.072  0.336  -5.321  0.11
C  -4.454  2.674  -2.161  -0.05
C  -0.056  2.181  5.387  -0.05
H  -1.620  -3.862  1.392  0.12
H  1.126  -5.956  -1.139  0.12
C  -0.800  -1.953  -4.127  -0.08
C  -4.518  3.044  -3.498  -0.05
H  5.677  2.777  2.316  0.12
C  2.369  -1.074  1.570  -0.35
H  -3.741  2.725  -5.470  0.12
H  5.219  -2.626  0.596  0.12
H  -0.174  -3.290  -5.676  0.12
H  1.979  -3.802  -2.012  0.12
C  1.758  -2.153  2.216  -0.13
H  5.595  4.256  0.324  0.12
H  0.770  -2.055  2.645  0.09
C  -3.154  -0.529  3.157  0.03
H  0.573  3.037  2.179  0.11
H  -5.107  3.141  -1.437  0.11
H  -5.219  3.804  -3.814  0.12
H  4.101  -0.461  0.440  0.11
C  3.648  -3.548  1.727  -0.05
H  0.322  0.254  6.247  0.12
H  -4.452  0.464  4.551  0.13
C  1.272  -0.308  -4.982  -0.06
H  -3.413  -1.662  -2.648  0.07
C  0.357  0.859  5.351  -0.05
H  -4.078  2.701  3.502  0.12
P  -1.588  -0.203  -2.099  0.91
H  1.041  -1.676  -1.172  0.08
C  3.709  3.492  -0.333  0.00
C  3.819  1.820  1.859  -0.06
C  -3.555  1.699  -1.757  -0.12
C  1.521  2.760  -0.984  -0.05
C  0.716  -5.023  -0.777  -0.04
C  2.739  1.716  0.987  -0.31
H  4.150  -4.502  1.796  0.12
C  -0.572  -0.736  -3.489  -0.38
C  -2.786  1.460  -4.033  -0.06
O  -0.416  2.748  -1.958  -0.05
C  2.398  -3.376  2.303  -0.05
N  0.403  2.137  -1.019  -0.21
C  -2.328  -0.316  2.061  -0.32
C  1.194  -3.818  -1.269  -0.04
C  0.505  2.413  3.065  -0.11
C  -2.716  1.089  -2.694  -0.39
C  -3.593  1.817  3.116  -0.02
H  3.864  1.181  2.732  0.13
C  -2.749  1.918  2.014  -0.12
P  1.476  0.491  1.394  0.99
H  3.647  4.170  -1.173  0.12
N  -2.126  0.872  1.488  0.05
C  -2.770  -1.545  -1.775  -0.21
N  -0.861  -1.394  0.634  -0.16
H  -0.420  2.610  6.310  0.12
C  0.473  0.084  -3.922  -0.10

- electronic energy of number 2 (C43H38N4OP2Pt)?
  -75027.550 eV